{"formula": "C4H12N2", "method": "ωB97M-V/def2-TZVPD", "lumo_energy_ha": -0.125, "homo_energy_ha": -0.2494, "homo_lumo_gap_ha": 0.1244, "species": ["N", "C", "C", "C", "N", "C", "H", "H", "H", "H", "H", "H", "H", "H", "H", "H", "H", "H"], "coordinates": [[1.3826, -0.4727, -1.0192], [2.4369, -0.7066, -0.3100], [3.4187, 0.1834, 0.1426], [-1.1282, 0.1371, 0.1363], [-2.4764, 0.2104, 0.6883], [-3.4897, -0.4090, -0.3499], [1.5479, 1.3294, 1.4750], [0.7980, 0.3063, -0.7150], [2.6566, -1.7125, 0.1180], [3.4778, 0.9998, -0.6069], [0.9703, 1.7773, 1.2965], [4.2452, -0.1221, 0.7972], [-1.0530, -0.8543, -0.3262], [-0.4244, 0.0756, 0.9556], [-1.0065, 0.9379, -0.5898], [-3.8291, 0.3889, -1.0722], [-4.3721, -0.7290, 0.1766], [-3.1547, -1.3398, -0.7970]]}

=====

{"formula": "C2H3O2PYb", "method": "ωB97M-V/def2-TZVPD", "lumo_energy_ha": [-0.380, -0.380], "homo_energy_ha": [-0.6313, -0.6315], "charge": 2, "homo_lumo_gap_ha": [0.2515, 0.2511], "species": ["O", "C", "H", "P", "C", "O", "Yb", "H", "H"], "coordinates": [[3.5951, -0.9710, 1.2788], [3.3190, -0.7692, 0.1513], [3.4278, -0.3073, -1.2451], [2.9054, 0.9102, -0.0310], [-3.3484, 0.0839, -0.0821], [-2.1821, -0.0197, -0.4237], [-0.0219, 0.6366, 0.0306], [-3.7229, -0.4671, 0.7956], [-3.9720, 0.9036, -0.4743]]}

=====

{"formula": "C6H15NO2", "method": "ωB97M-V/def2-TZVPD", "lumo_energy_ha": 0.032, "homo_energy_ha": -0.3401, "homo_lumo_gap_ha": 0.3722, "smiles": "C[C@H](N)[C@@H](C)CC(O)O", "species": ["C", "C", "C", "C", "C", "C", "N", "O", "O", "H", "H", "H", "H", "H", "H", "H", "H", "H", "H", "H", "H", "H", "H", "H"], "coordinates": [[0.7703, 2.1568, -0.5091], [0.3186, -0.4435, -0.3384], [-0.3660, -1.5221, 0.5543], [-0.0694, 1.0001, 0.0556], [0.0099, -0.7243, -1.8161], [-1.8218, -1.2187, 0.9214], [0.4068, -1.7060, 1.7874], [1.8190, 1.7781, -1.3614], [1.3643, 2.8662, 0.5594], [2.3735, 1.1761, -0.8397], [1.6523, 3.7104, 0.1721], [0.1145, 2.8496, -1.0478], [1.4029, -0.5638, -0.2142], [-0.3446, -2.4821, 0.0245], [-0.0263, -2.4321, 2.3574], [0.3889, -0.8556, 2.3484], [-1.1054, 1.1737, -0.2693], [-0.0967, 1.0917, 1.1484], [0.5742, -0.0641, -2.4802], [0.2922, -1.7507, -2.0777], [-1.0538, -0.5987, -2.0382], [-1.9033, -0.3709, 1.6120], [-2.4179, -0.9900, 0.0329], [-2.2822, -2.0802, 1.4184]]}

=====

{"formula": "C5H6FN2O2S", "method": "ωB97M-V/def2-TZVPD", "lumo_energy_ha": 0.124, "homo_energy_ha": -0.1394, "charge": -1, "homo_lumo_gap_ha": 0.2631, "species": ["F", "S", "C", "C", "O", "O", "H", "H", "H", "N", "C", "C", "N", "C", "H", "H", "H"], "coordinates": [[3.6975, -0.8394, -1.8403], [2.6545, 0.4198, -1.8352], [1.1030, -0.4234, -1.7327], [-0.0486, 0.1168, -1.3194], [2.9414, 1.1375, -0.6317], [2.8606, 1.0277, -3.1231], [1.2206, -1.4810, -2.0037], [-0.9756, -0.4726, -1.3991], [-0.1370, 1.1834, -1.0932], [-1.5066, 0.6260, 2.8792], [-2.2369, -0.4986, 2.6086], [-2.0186, -0.8785, 1.2653], [-1.1417, 0.0346, 0.6983], [-0.8502, 0.9327, 1.7095], [-2.8701, -0.9700, 3.3470], [-2.4892, -1.7266, 0.7938], [-0.2031, 1.8117, 1.6766]]}

=====

{"formula": "C2H8S3", "method": "ωB97M-V/def2-TZVPD", "lumo_energy_ha": [0.122, 0.123], "homo_energy_ha": [0.0142, -0.1590], "charge": -1, "homo_lumo_gap_ha": [0.1082, 0.2821], "spin_multiplicity": 2, "species": ["S", "S", "H", "H", "C", "C", "S", "H", "H", "H", "H", "H", "H"], "coordinates": [[2.7860, 0.6510, 0.4650], [2.9389, -1.3742, 0.5690], [1.4775, 0.6995, 1.1855], [3.3440, -1.4793, -0.8362], [-1.7584, 0.9328, -0.4389], [-0.9473, -0.3596, -0.4676], [-0.6966, -1.2679, 1.0368], [-2.8262, 0.6174, -0.2942], [-1.4350, 1.5300, 0.4595], [-1.5799, 1.5134, -1.4248], [0.1184, -0.0452, -0.8580], [-1.2536, -1.1436, -1.2462], [-0.1679, -0.2743, 1.8500]]}

=====

{"formula": "C3H4N4O", "method": "ωB97M-V/def2-TZVPD", "lumo_energy_ha": [-0.024, -0.040], "homo_energy_ha": [-0.3098, -0.3031], "homo_lumo_gap_ha": [0.2854, 0.2631], "species": ["C", "C", "C", "N", "N", "N", "N", "O", "H", "H", "H", "H"], "coordinates": [[-0.9376, 0.9656, 0.0845], [-0.1996, -0.2416, 0.1352], [1.0802, 0.2454, -0.0501], [-0.1176, 2.0390, -0.0933], [3.5871, 0.1217, -0.0573], [1.1076, 1.5600, -0.0460], [-0.6001, -1.5877, 0.4460], [3.7728, 1.2357, 0.1810], [-1.9719, 1.0987, 0.2775], [1.9974, 2.0794, -0.4378], [-1.4926, -1.7190, 0.0045], [0.0181, -2.2945, -0.0214]]}